Arrangement a

Entry from the OMol25 dataset: 2 unconnected molecules or ions with the total composition C4H10S (ωB97M-V/def2-TZVPD).

- SMILES: C=C.CSC
- E_HOMO: -8.583 eV

```
! wB97M-V def2-TZVPD RIJCOSX def2/J DEFGRID3
* xyz 0 1
C -1.69710 -1.94735 2.30615
C -1.06700 -1.87949 1.15245
H -2.64978 -1.49623 2.55385
H -1.37120 -2.58115 3.12788
H -1.41335 -1.24974 0.35031
H -0.11241 -2.36051 0.97325
C 2.31146 0.88052 -1.33900
S 1.05063 2.11549 -1.95228
C -0.41970 1.67722 -0.96947
H 3.11550 1.18858 -2.00825
H 2.06387 -0.12996 -1.64142
H 2.52543 1.05117 -0.29466
H -1.34990 1.89425 -1.50046
H -0.44068 0.61788 -0.72952
H -0.54579 2.21932 -0.02883
*
```

***

Arrangement b

Entry from the OMol25 dataset: 2 unconnected molecules or ions with the total composition C4H10S (ωB97M-V/def2-TZVPD).

- SMILES: C=C.CSC
- E_HOMO: -8.413 eV

```
! wB97M-V def2-TZVPD RIJCOSX def2/J DEFGRID3
* xyz 0 1
C -0.54545 -0.35126 2.19929
C -0.37815 0.91954 1.85890
H -0.04036 -0.76419 3.06367
H -1.32681 -0.94144 1.74772
H 0.57327 1.41286 2.04027
H -0.93179 1.34819 1.03384
C -0.60795 -1.15829 -0.88171
S -0.55760 0.42093 -1.75469
C 1.19456 0.84203 -1.74217
H 0.19970 -1.43300 -0.21390
H -1.55046 -1.30348 -0.35581
H -0.67920 -1.91909 -1.66533
H 1.36506 1.50715 -2.59246
H 1.82703 -0.03509 -1.85801
H 1.45817 1.45514 -0.87961
*
```

***

Most favorable first, least favorable last: arrangement a, arrangement b

***

Arrangement a

Entry from the OMol25 dataset: C4H10S in the gas phase (ωB97M-V/def2-TZVPD).

- SMILES: CCCCS
- E_HOMO: -8.755 eV

```
! wB97M-V def2-TZVPD RIJCOSX def2/J DEFGRID3
* xyz 0 1
C -0.38451 1.52561 0.89579
C -0.72185 0.82148 -0.45656
C -0.60050 -0.71323 -0.44152
C 0.83296 -1.14881 -0.61888
S 1.72301 -0.68708 0.83958
H -0.54778 0.90373 1.73041
H 0.59891 1.87944 0.72052
H -0.97889 2.40839 1.10757
H -0.22310 1.15709 -1.33604
H -1.76570 1.11141 -0.57348
H -1.09910 -1.25739 0.26588
H -1.10834 -1.05000 -1.32823
H 1.43789 -0.85228 -1.45544
H 0.92117 -2.18860 -0.78607
H 1.91584 -1.90976 1.43648
*
```

***

Arrangement b

Entry from the OMol25 dataset: 2 unconnected molecules or ions with the total composition C4H10S (ωB97M-V/def2-TZVPD).

- SMILES: C=CC.CS
- E_HOMO: -9.107 eV

```
! wB97M-V def2-TZVPD RIJCOSX def2/J DEFGRID3
* xyz 0 1
C 1.35838 3.09286 0.12867
C 1.22876 1.83278 -0.26650
C 2.19229 1.16891 -1.21991
H 0.69139 3.51248 0.87360
H 2.18178 3.74277 -0.14414
H 0.39769 1.28231 0.15541
H 1.74039 1.34657 -2.19795
H 3.14541 1.71039 -1.27778
H 2.52744 0.18552 -0.90420
C -2.46951 -2.96796 1.30113
S -2.05700 -2.80531 -0.48768
H -3.28496 -2.34818 1.66495
H -2.80256 -3.99131 1.47433
H -1.54425 -2.82555 1.84858
H -3.30523 -2.93629 -0.94852
*
```

***

Most favorable first, least favorable last: arrangement a, arrangement b